Record 1
This record from OMol25 describes a single HNO2S molecule. The level of theory is wB97M-V/def2-TZVPD.

XYZ file:
```
5
Properties=species:S:1:pos:R:3:forces:R:3:nbo_charge:R:1
N -0.85955 0.09662 1.22147 -0.44 -1.18 -0.71 -0.45
S -0.63804 0.28992 -0.32363 0.46 -0.80 -0.30 1.51
O -1.07739 -1.21229 -0.26093 0.72 2.14 1.37 -0.66
O 0.95857 0.29232 -0.63521 -1.11 -0.22 -1.69 -0.92
H 1.61641 0.53342 -0.00169 0.37 0.05 1.32 0.52
```
Positions in Å, forces in eV/Å.

The maximum force is 2.64 eV Å⁻¹. The LUMO energy (alpha / beta) is -0.0731 / -0.0752 Eh. As for the total energy: -603.84114 hartree. The SMILES is N#S(=O)O.

***

Record 2
This record from OMol25 describes a gas-phase ion, C4H3ClNO (charge +1). The level of theory is wB97M-V/def2-TZVPD.

XYZ file:
```
10
Properties=species:S:1:pos:R:3:forces:R:3:nbo_charge:R:1
O 2.13938 0.37806 0.70548 -0.40 -0.70 -0.26 -0.36
C 1.12621 -0.01875 0.24634 -0.70 1.39 -0.60 0.56
C 0.56863 -1.39980 -0.08062 -1.36 3.27 0.81 0.06
N -0.68086 -1.44044 -0.22134 -2.92 2.75 0.21 -0.30
C -1.28660 0.12087 -0.00893 4.88 -3.19 -0.79 0.34
Cl -2.78473 0.33112 0.39069 -1.17 0.06 0.16 0.46
C -0.11145 0.98614 -0.12368 0.18 -1.39 -2.70 -0.67
H 1.08742 -2.26554 -0.12722 1.95 -2.64 -0.29 0.25
H -0.06137 1.85186 0.42812 -0.33 1.94 1.80 0.30
H 0.00337 1.45647 -1.20883 -0.12 -1.49 1.66 0.36
```
Positions in Å, forces in eV/Å.

The maximum force is 5.88 eV Å⁻¹. Its net charge is +1. The LUMO energy is -0.2754 Eh. As for the total energy: -743.99928 hartree. The SMILES is O=C1C=[N+]=C(Cl)C1.

***

Record 3
This record from OMol25 describes a molecular structure, C17H32NOReS4Sb2. The level of theory is wB97M-V/def2-TZVPD.

XYZ file:
```
58
Properties=species:S:1:pos:R:3:forces:R:3:nbo_charge:R:1
Re 2.13911 2.20159 0.63386 2.70 -1.06 -0.39 0.67
O 0.43165 0.60961 1.37782 0.52 0.69 0.00 -0.74
C -0.72408 1.03066 2.19318 -0.41 0.05 0.32 -0.08
C -0.29651 1.53874 3.55750 0.23 -0.07 -0.21 -0.44
C 0.68696 2.71759 3.47115 -0.17 0.01 -0.09 -0.46
C 0.22727 3.72427 2.45536 -0.09 0.03 0.17 0.25
C -0.71111 4.69280 2.77419 0.12 0.04 -0.08 -0.22
C -1.17244 5.56084 1.79622 0.04 -0.01 0.03 -0.06
C -0.67759 5.44289 0.50126 0.03 -0.08 0.05 -0.22
C 0.26832 4.47931 0.24216 -0.10 0.23 -0.11 0.05
N 0.70448 3.61890 1.19407 0.00 0.13 -0.08 -0.55
H 0.98103 0.07327 1.97128 0.10 -0.09 -0.14 0.51
H -1.39123 0.17390 2.30150 0.09 -0.06 -0.06 0.20
H -1.24753 1.78982 1.61460 0.12 -0.01 -0.09 0.21
H 0.16870 0.72690 4.12493 -0.08 0.02 0.08 0.24
H -1.19219 1.83258 4.10670 -0.05 -0.04 -0.04 0.27
H 1.69522 2.36627 3.22790 0.00 0.02 0.10 0.21
H 0.76454 3.19191 4.44890 0.08 -0.01 0.00 0.29
H -1.05702 4.77219 3.79645 -0.01 0.01 0.00 0.27
H -1.89164 6.33149 2.04240 -0.02 -0.02 0.00 0.27
H -1.00428 6.10141 -0.29084 0.03 0.01 0.00 0.27
H 0.70984 4.38182 -0.73988 0.02 0.00 0.03 0.23
S 6.24350 0.56855 -2.43413 -0.02 1.80 0.50 -0.24
Sb 6.11233 2.70071 -1.82964 0.30 0.12 -0.10 1.39
S 2.68018 2.05551 -1.42679 -0.95 0.19 1.53 -0.18
S 3.99768 2.25570 1.65719 -2.26 0.17 -0.86 0.07
S 6.18823 4.85095 -1.29952 -0.07 -1.87 -0.46 -0.17
C -2.93308 -3.91809 -1.70412 0.19 -0.20 -0.25 -0.73
C -2.92729 -2.76320 -0.77312 0.20 0.14 0.23 -0.05
C -3.69834 -1.54822 -1.12414 -0.12 0.21 -0.07 -0.71
Sb -0.44502 -2.16090 -0.85182 0.37 -0.39 -0.54 1.56
C 0.23225 -1.04818 -2.72920 -0.19 -0.14 0.89 -0.42
C 0.20636 -2.09851 -3.81877 -0.03 -0.30 -0.05 -0.68
C -0.68271 0.13485 -2.95078 -0.06 0.09 -0.03 -0.66
C 1.24495 -3.39567 0.30069 -0.65 0.69 -0.27 -0.28
C 1.53571 -4.59310 -0.55555 0.04 -0.19 -0.23 -0.69
C 0.69774 -3.68077 1.67087 0.04 -0.07 0.14 -0.68
H -3.92392 -4.38928 -1.59136 -0.01 0.04 0.06 0.33
H -2.21574 -4.70300 -1.45420 -0.04 -0.04 0.02 0.25
H -2.84786 -3.63554 -2.75346 0.00 0.02 0.02 0.25
H -2.93454 -3.02507 0.28321 0.09 0.01 -0.01 0.23
H -3.62375 -1.27861 -2.17630 0.03 0.00 0.01 0.25
H -3.48828 -0.69231 -0.48511 -0.02 -0.01 0.00 0.24
H -4.75503 -1.80161 -0.94399 0.03 -0.09 0.02 0.32
H 1.24497 -0.73743 -2.47230 0.04 -0.07 0.01 0.23
H -0.80219 -2.44968 -4.04398 -0.01 0.01 0.00 0.23
H 0.85005 -2.95623 -3.61418 0.02 -0.01 -0.05 0.24
H 0.58347 -1.63506 -4.73676 0.01 0.02 0.01 0.29
H -1.70830 -0.17065 -3.15702 0.00 0.02 0.02 0.23
H -0.33406 0.67690 -3.83499 0.03 -0.02 0.01 0.27
H -0.67048 0.83633 -2.11501 -0.03 0.02 -0.02 0.21
H 2.04134 -2.65188 0.28434 0.01 0.00 -0.02 0.22
H 0.71868 -5.31485 -0.57109 -0.02 0.02 -0.01 0.24
H 2.38891 -5.10392 -0.08965 -0.02 0.01 0.00 0.30
H 1.84406 -4.35163 -1.57306 0.02 -0.01 0.00 0.24
H -0.12807 -4.39181 1.64547 -0.03 0.03 0.01 0.24
H 0.39805 -2.78672 2.21876 -0.01 -0.02 0.02 0.21
H 1.49872 -4.15631 2.24883 0.00 0.01 -0.01 0.29
```
Positions in Å, forces in eV/Å.

The maximum force is 2.93 eV Å⁻¹. Its net charge is +4. The LUMO energy is -0.5275 Eh. As for the total energy: -2946.80894 hartree.

***

Record 4
This record from OMol25 describes 2 unconnected molecules or ions with the total composition C10H23F3N4O3. The level of theory is wB97M-V/def2-TZVPD.

XYZ file:
```
43
Properties=species:S:1:pos:R:3:forces:R:3:nbo_charge:R:1
N 3.54462 0.50616 -0.81157 -0.34 0.30 -0.44 -0.86
C 3.06936 1.84192 -1.18817 1.01 0.37 -0.08 0.40
N 2.63459 2.57104 -0.00387 0.03 -0.15 -0.10 -0.84
N 4.27410 2.57770 -1.66356 -0.94 -0.49 0.59 -0.82
C 2.01977 1.85158 -2.36940 -0.35 -0.43 0.80 -0.44
C 0.52282 1.88182 -1.95401 -0.09 -0.40 -1.06 0.09
C 0.19530 0.64095 -1.06909 0.33 -0.40 -0.83 -0.27
N -1.07237 0.76121 -0.28455 0.10 0.03 0.98 -0.51
C -1.44295 2.15310 0.10410 -1.17 0.91 0.17 -0.26
C -1.23794 3.15668 -1.05390 0.49 -0.32 1.17 -0.09
O 0.12754 3.13522 -1.42766 0.04 -0.29 0.03 -0.50
H 3.10177 0.14809 0.01936 0.04 -0.18 -0.03 0.37
H 3.52815 -0.15658 -1.57432 -0.04 -0.18 0.17 0.36
H 3.45613 2.69138 0.58278 0.09 0.10 -0.17 0.39
H 1.99710 2.02069 0.56210 -0.16 0.08 -0.14 0.34
H 3.93662 3.50421 -1.90448 0.35 0.03 -0.37 0.36
H 4.59233 2.06958 -2.48170 0.28 0.41 -0.13 0.35
H 2.17565 0.91588 -2.94539 -0.14 0.41 0.23 0.21
H 2.26385 2.66624 -3.06974 -0.46 -0.12 0.46 0.24
H -0.05409 1.74405 -2.89916 0.14 0.00 0.40 0.18
H 0.99012 0.33603 -0.37683 -0.31 0.41 -0.14 0.23
H 0.05582 -0.21103 -1.75901 0.15 0.32 0.40 0.24
H -1.87833 0.30858 -0.71527 0.19 -0.07 -0.24 0.44
H -0.91892 0.25021 0.59833 -0.25 -0.34 -0.21 0.47
H -2.51110 2.13068 0.39344 0.48 -0.08 -0.16 0.24
H -0.90434 2.43072 1.02510 0.16 -0.09 -0.65 0.24
H -1.93842 2.96471 -1.88745 0.34 -0.02 0.11 0.18
H -1.42377 4.15585 -0.63069 -0.05 -0.33 -0.36 0.23
C -2.37126 -3.96789 0.35362 -0.28 0.20 -0.14 -0.65
C -2.24955 -4.69155 1.68819 0.15 -0.37 0.12 -0.07
O -1.25935 -4.17170 2.54730 0.65 0.38 -0.83 -0.58
C -1.57658 -2.99388 3.35090 -1.39 -0.69 1.14 0.33
O -2.69254 -3.10580 4.00459 0.31 0.68 -0.38 -0.86
C -1.52421 -1.67654 2.50941 -0.08 -0.99 0.36 0.90
F -0.50769 -1.70688 1.58418 0.26 0.69 -0.62 -0.39
F -1.25867 -0.60280 3.28351 -0.03 0.15 -0.16 -0.35
F -2.64296 -1.37539 1.81632 0.10 0.44 -0.10 -0.35
H -1.38757 -3.69714 -0.03722 0.04 -0.13 0.01 0.19
H -2.87951 -4.60396 -0.37654 0.06 -0.04 0.02 0.20
H -2.96215 -3.05785 0.44569 0.01 -0.04 -0.03 0.20
H -1.92552 -5.71467 1.47532 0.06 0.00 0.08 0.16
H -3.21886 -4.77756 2.18597 0.01 0.28 0.11 0.19
H -0.64696 -2.90306 3.95336 0.24 -0.05 0.03 0.09
```
Positions in Å, forces in eV/Å.

The maximum force is 1.93 eV Å⁻¹. The LUMO energy is -0.0286 Eh. As for the total energy: -1139.04274 hartree.

***

Record 5
This record from OMol25 describes a molecular structure, C34H27N11Pb. The level of theory is wB97M-V/def2-TZVPD.

XYZ file:
```
73
Properties=species:S:1:pos:R:3:forces:R:3:mulliken_charge:R:1
Pb -1.73568 0.42838 -0.34920 -1.34 -0.02 0.35 1.32
C -1.79628 -4.12182 1.26260 -0.11 0.22 -0.03 -0.58
C -2.23228 -2.87832 0.80160 0.10 -0.15 0.38 -0.32
N -1.45748 -1.80912 0.91260 0.28 -0.33 0.49 -0.06
C -0.25468 -1.94672 1.49070 -0.09 -0.88 -0.20 0.86
C 0.22412 -3.23412 1.77380 0.07 0.76 -0.05 -0.05
N -0.55468 -4.29132 1.67020 -0.03 -0.50 0.07 -0.58
C 0.45562 -0.71302 1.86530 0.39 0.39 0.49 -0.53
C 1.46292 -0.73262 2.82330 -0.09 0.31 -0.22 -0.80
C 2.00052 0.47178 3.28250 -0.34 -0.03 -0.38 0.64
C 1.50512 1.65818 2.73330 -0.13 -0.26 -0.20 -0.85
C 0.50922 1.60058 1.76410 0.56 -0.36 0.37 0.22
N 0.00872 0.43358 1.34550 0.17 -0.02 0.16 -0.23
C -0.12848 2.82758 1.25990 -0.13 0.82 -0.26 0.29
C 0.40532 4.11518 1.43820 0.05 -0.60 0.01 -0.07
N -0.30958 5.19408 1.20530 0.09 0.45 0.07 -0.56
C -1.54678 5.05318 0.76620 -0.16 -0.18 -0.14 -0.63
C -2.02778 3.79798 0.41290 0.10 0.20 0.17 -0.40
N -1.31788 2.70658 0.65680 0.52 0.35 0.48 -0.13
C 2.99912 0.48928 4.35320 0.46 -0.01 0.54 0.48
C 3.99562 1.46548 4.40370 -0.16 -0.24 0.01 -0.63
C 4.89992 1.43518 5.45570 -0.05 0.23 -0.34 -0.44
N 4.86592 0.52798 6.41170 0.41 0.04 0.42 -0.55
C 3.92802 -0.39692 6.37320 -0.30 -0.27 -0.09 -0.45
C 2.96802 -0.46502 5.37360 0.10 0.22 -0.20 -0.58
H -2.43368 -4.99262 1.28640 -0.18 -0.01 -0.14 0.50
H -3.21218 -2.75042 0.36830 -0.09 0.02 -0.09 0.50
H 1.24432 -3.42482 2.07980 0.05 0.12 0.08 0.52
H 1.82092 -1.66662 3.22370 -0.02 -0.06 0.09 0.53
H 1.85692 2.60868 3.10050 0.00 0.05 0.08 0.67
H 1.42422 4.29028 1.75520 0.06 -0.15 0.12 0.48
H -2.13958 5.95098 0.69020 -0.16 0.06 -0.14 0.44
H -3.00428 3.65608 -0.02480 -0.17 0.06 -0.08 0.66
H 4.09122 2.20558 3.62420 0.03 0.11 -0.05 0.51
H 5.69112 2.16608 5.53400 0.06 0.14 -0.10 0.39
H 3.95222 -1.11812 7.17720 -0.13 -0.12 0.06 0.39
H 2.20512 -1.22702 5.40850 -0.08 -0.08 0.03 0.49
C -3.19418 1.22598 -3.41390 -0.19 -0.07 -0.23 -0.96
N -2.35798 2.01818 -2.50310 -0.09 0.25 -0.15 -0.12
C -1.11668 2.55288 -3.05880 -0.02 0.18 -0.20 -1.40
C 0.10472 1.81828 -2.60540 0.04 -0.04 0.07 0.37
N 0.16962 0.90008 -1.66270 -0.26 0.33 -0.32 0.58
C 1.47312 0.43498 -1.66000 0.82 0.22 -0.44 -0.13
C 2.08352 -0.60692 -0.96930 0.00 0.02 -0.05 0.09
C 3.41692 -0.85642 -1.22280 -0.06 -0.08 0.07 -1.07
C 4.14442 -0.10332 -2.14820 -0.06 0.13 -0.09 -0.60
C 3.55122 0.91308 -2.86920 0.01 0.02 -0.03 -1.20
C 2.20962 1.16338 -2.61720 0.02 -0.60 0.60 0.72
N 1.30172 2.02878 -3.18780 -0.07 0.11 -0.10 -0.08
C -3.16468 -0.23682 -3.10210 0.20 -0.17 0.17 0.34
N -2.19438 -0.82032 -2.43670 0.09 0.27 -0.81 -0.18
C -2.48108 -2.16632 -2.43840 -0.59 -0.38 -0.40 0.36
C -1.73918 -3.23702 -1.95610 -0.15 -0.05 -0.33 -0.78
C -2.30458 -4.48942 -2.06430 0.18 0.02 0.03 -0.59
C -3.56758 -4.67862 -2.63090 -0.10 0.03 -0.13 -0.72
C -4.28468 -3.63232 -3.17670 -0.09 0.06 -0.05 -0.96
C -3.71488 -2.37062 -3.08890 0.56 -0.33 0.46 0.60
N -4.11398 -1.11482 -3.50330 -0.08 0.12 -0.13 -0.13
H -4.23168 1.56898 -3.36410 0.12 0.08 -0.02 0.52
H -2.86478 1.34388 -4.45610 -0.10 0.10 0.12 0.32
H -2.91428 2.78758 -2.15500 0.06 -0.05 -0.04 0.25
H -1.13088 2.51178 -4.15740 -0.01 0.10 0.13 0.48
H -1.00608 3.61008 -2.78650 -0.08 -0.14 -0.01 0.45
H 1.52282 -1.22992 -0.29420 0.00 -0.09 0.07 0.48
H 3.91422 -1.66962 -0.71610 0.00 -0.06 0.07 0.49
H 5.18252 -0.34062 -2.32280 0.07 0.00 -0.01 0.42
H 4.10422 1.46718 -3.61050 0.06 0.08 -0.08 0.46
H 1.51062 2.69858 -3.91280 -0.12 -0.05 0.00 0.27
H -0.75188 -3.08722 -1.55020 0.16 -0.01 0.09 0.55
H -1.75318 -5.34522 -1.71280 0.06 -0.18 0.07 0.56
H -3.98268 -5.67272 -2.66750 -0.03 -0.12 -0.05 0.43
H -5.23648 -3.79342 -3.65450 -0.15 -0.06 -0.06 0.45
H -4.94678 -0.90602 -4.03360 0.08 0.04 0.03 0.26
```
Positions in Å, forces in eV/Å.

The maximum force is 1.39 eV Å⁻¹. Its net charge is +2. The LUMO energy is -0.2273 Eh. As for the total energy: -2106.62833 hartree.

***

maximum force of number 3 (C17H32NOReS4Sb2)? 2.93 eV Å⁻¹

***

Look up the maximum force of the first one. 2.64 eV Å⁻¹

***

Which value of maximum force does entry 3 give? 2.93 eV Å⁻¹

***

Which of these has the lowest maximum force? C34H27N11Pb